DFT (wB97M-V/def2-TZVPD) results for a 2-piece molecular cluster, C7H15N4O2 overall at a distorted geometry.

Geometry as XYZ:
```
28
Properties=species:S:1:pos:R:3:nbo_charge:R:1
C 1.3847 1.4135 0.6275 0.662
C 1.6318 -0.7612 -0.6172 0.598
C 1.3011 -0.1085 0.5701 -0.177
C -1.0230 -0.1774 0.4427 0.374
C -1.7565 0.1060 -0.6344 -0.032
C -1.3672 0.5690 -1.9997 -0.651
C -3.2445 0.0169 -0.5087 -0.612
N 1.7704 1.7469 1.8494 -0.812
N 1.6757 -0.2725 -1.8337 -0.738
N 1.4526 -0.8836 1.8167 -0.855
N -1.1235 -0.7255 1.6292 -0.720
O 1.2755 2.1541 -0.3317 -0.626
O 1.8561 -2.0843 -0.6570 -0.615
H -2.2977 0.5200 -2.5415 0.233
H -0.7414 -0.0254 -2.6018 0.233
H -1.0263 1.7028 -1.9661 0.271
H -3.6956 0.8166 -1.0792 0.240
H -3.6723 -0.0088 0.4702 0.239
H -3.4902 -1.0316 -1.0140 0.239
H 2.0650 1.2465 2.7100 0.426
H 1.8977 2.6992 1.9527 0.406
H 1.5266 0.6904 -1.8341 0.430
H 1.7384 -0.7463 -2.6872 0.429
H -0.7363 -0.1274 2.3493 0.426
H 2.3929 -0.7294 2.1698 0.382
H 1.8431 -2.3754 0.2214 0.476
H 1.4070 -1.9029 1.8234 0.369
H -1.0439 -1.7216 1.6740 0.405
```

Properties
net charge = +1
spin multiplicity = 1
HOMO-LUMO gap = 8.705 eV
E_HOMO = -12.381 eV
LUMO level = -3.68 eV
energy above the lowest of the compared OMol25 structures with the same formula, charge and spin = 290.2 kJ/mol